(1)
DFT (ωB97M-V/def2-TZVPD) results for a cluster of 3 separate species, C21H42BrN6O2 in total.

Properties
- Total charge: +1
- Multiplicity: 3
- Kohn-Sham gap (spin up / spin down): 6.973 / 8.121 eV
- Largest force on an atom: 0.94 eV/Å
- LUMO level (spin up / spin down): -3.39 / -3.39 eV

Each line ends with the Mulliken charge.
CARTESIAN COORDINATES (ANGSTROEM)
C  -0.22891  2.12964  1.50806  -0.883
C  0.22611  0.78991  1.93819  0.641
N  0.62962  0.45155  3.16007  -0.659
C  0.94718  -0.84117  3.08675  0.758
N  1.38644  -1.55342  4.12196  -0.353
Br  1.81260  -3.32187  3.94879  0.050
N  0.75859  -1.31552  1.85145  -0.180
N  0.29765  -0.26167  1.12048  0.114
H  -1.32015  2.18728  1.54474  0.363
H  0.19753  2.86965  2.18741  0.315
H  0.10698  2.31492  0.48255  0.155
H  1.50589  -1.07488  5.00348  0.287
H  0.89542  -2.24297  1.47890  0.220
H  0.07387  -0.30852  0.13686  0.222
C  4.06731  5.24358  -0.55739  -1.602
C  3.54499  3.79935  -0.46044  1.738
C  4.68862  2.77701  -0.42014  -1.193
C  5.34225  2.50933  -1.77376  -0.520
C  4.28710  2.12256  -2.80972  -1.215
C  3.17830  3.16653  -2.94862  1.659
N  2.61198  3.44664  -1.58403  0.466
O  1.72791  2.58303  -1.23645  -0.613
C  3.72934  4.42363  -3.63546  -1.827
C  2.05298  2.64282  -3.83079  -1.883
C  2.74997  3.71164  0.82928  -1.818
H  4.26582  5.58235  -1.56480  0.290
H  3.33787  5.93481  -0.13401  0.424
H  4.99114  5.34473  0.01175  0.342
H  4.29198  1.82894  -0.04009  0.268
H  5.42754  3.12033  0.30580  0.447
H  5.91702  3.37837  -2.10252  0.297
H  6.05883  1.69349  -1.66898  0.397
H  4.74362  1.97606  -3.79042  0.396
H  3.84112  1.16525  -2.52088  0.346
H  3.01183  5.24330  -3.58825  0.395
H  3.90441  4.19260  -4.68565  0.444
H  4.67859  4.76481  -3.23391  0.414
H  1.66412  1.69206  -3.47686  0.358
H  2.43803  2.49994  -4.84008  0.439
H  1.22928  3.35575  -3.87504  0.446
H  1.86028  4.34001  0.77609  0.531
H  3.35822  4.04296  1.67227  0.409
H  2.43619  2.68601  1.01067  0.118
C  -2.97070  -4.58570  2.26468  -1.515
C  -2.70641  -3.96029  0.88229  1.762
C  -2.41710  -2.45871  0.97696  -0.745
C  -3.64458  -1.57746  1.20087  -0.760
C  -4.70564  -1.87586  0.14124  -1.352
C  -5.09394  -3.35426  0.08917  1.681
N  -3.84215  -4.17558  -0.06351  0.538
O  -3.44269  -4.23116  -1.27813  -0.618
C  -5.90969  -3.72455  1.33589  -1.912
C  -5.98304  -3.62849  -1.11598  -1.840
C  -1.46767  -4.65834  0.33235  -1.915
H  -3.99721  -4.52150  2.59762  0.298
H  -2.71378  -5.64482  2.24727  0.411
H  -2.34953  -4.10458  3.02285  0.274
H  -1.94122  -2.14504  0.03810  0.359
H  -1.68625  -2.30443  1.77684  0.148
H  -4.03959  -1.71929  2.20984  0.317
H  -3.35506  -0.52536  1.13209  0.304
H  -5.60695  -1.28739  0.32209  0.441
H  -4.32116  -1.57575  -0.83849  0.362
H  -6.04863  -4.80366  1.40492  0.400
H  -6.89440  -3.26579  1.25253  0.453
H  -5.48256  -3.36593  2.26850  0.399
H  -5.52434  -3.30270  -2.04490  0.391
H  -6.92219  -3.09009  -0.98825  0.427
H  -6.20431  -4.69240  -1.19924  0.443
H  -1.66313  -5.71128  0.13729  0.506
H  -0.67870  -4.59427  1.08910  0.351
H  -1.11289  -4.20611  -0.59123  0.391

=====

(2)
DFT (ωB97M-V/def2-TZVPD) results for a cluster of 4 separate species, C3H12O3 in total at a distorted geometry.

Properties
- Total charge: +1
- Multiplicity: 2
- Kohn-Sham gap (spin up / spin down): 8.085 / 5.137 eV
- Largest force on an atom: 1.92 eV/Å
- Energy above the lowest of the compared OMol25 structures with the same formula, charge and spin: 43.45 kJ/mol
- LUMO level (spin up / spin down): -5.69 / -8.64 eV

Each line ends with the Mulliken charge.
CARTESIAN COORDINATES (ANGSTROEM)
C  -2.12184  0.39366  2.68370  -0.939
C  -1.90974  0.62849  1.21969  0.342
C  -1.31157  1.70647  0.60520  -0.436
H  -2.28696  1.39442  3.12070  0.331
H  -2.92541  -0.32620  2.92408  0.337
H  -1.26475  0.00397  3.22993  0.343
H  -2.22933  -0.13381  0.49991  0.370
H  -1.46886  1.91726  -0.45700  0.325
H  -0.39235  2.12218  1.00673  0.309
H  -1.02131  0.27837  -3.75098  0.327
H  -1.74148  1.49373  -4.44245  0.324
O  -1.54983  1.08199  -3.60093  -0.637
H  2.53441  -0.20833  -2.01563  0.329
H  2.53804  -0.63010  -0.43661  0.316
O  2.06025  -0.53415  -1.25514  -0.648
H  5.01737  -3.46584  0.37788  0.313
H  3.60252  -2.92430  0.34044  0.307
O  4.47083  -2.79782  -0.04953  -0.614

=====

(3)
DFT (ωB97M-V/def2-TZVPD) results for an isolated molecule of C5H8FNS at a distorted geometry.

Properties
- Multiplicity: 1
- Kohn-Sham gap: 8.434 eV
- SMILES: C[C@@]1(CF)NCC1=S
- Largest force on an atom: 5.56 eV/Å
- Energy above the lowest of the compared OMol25 structures with the same formula, charge and spin: 285.60 kJ/mol
- LUMO level: -0.24 eV

Each line ends with the Mulliken charge.
CARTESIAN COORDINATES (ANGSTROEM)
C  0.52421  0.45021  -2.29195  -1.244
C  0.40065  0.01813  -0.75930  1.147
C  0.26066  -1.50508  -0.70604  -0.667
C  0.93961  0.85027  1.16958  -0.311
C  -0.42346  0.61468  0.52323  -0.302
H  1.58145  -0.19796  -2.58973  0.279
H  -0.30364  0.08860  -2.85658  0.359
H  0.62000  1.46734  -2.20001  0.425
H  -0.62893  -2.03530  -1.22673  0.288
H  1.20202  -1.85443  -1.06265  0.383
H  2.40576  1.07217  -0.53239  0.302
H  1.02376  0.08618  2.12420  0.201
H  0.91060  1.90569  1.52374  0.287
N  1.69423  0.40690  -0.02003  -0.567
F  0.41049  -1.98087  0.63897  -0.319
S  -2.03595  0.74237  0.84978  -0.260

=====

(4)
DFT (ωB97M-V/def2-TZVPD) results for an isolated molecule of BrClHOP at a distorted geometry.

Properties
- Multiplicity: 1
- Kohn-Sham gap: 10.051 eV
- SMILES: OP(Cl)Br
- Largest force on an atom: 5.56 eV/Å
- Energy above the lowest of the compared OMol25 structures with the same formula, charge and spin: 58.85 kJ/mol
- LUMO level: -0.06 eV

Each line ends with the Mulliken charge.
CARTESIAN COORDINATES (ANGSTROEM)
O  0.63885  -0.60492  -0.24636  -0.470
P  1.96290  -0.67057  0.69889  0.437
Cl  2.98563  -2.14565  -0.23712  -0.177
Br  3.09570  1.13497  -0.05795  -0.177
H  0.62750  -0.69680  -1.43009  0.386

=====

(5)
DFT (ωB97M-V/def2-TZVPD) results for an isolated molecule of C5H12N2O.

Properties
- Multiplicity: 1
- Kohn-Sham gap: 10.029 eV
- SMILES: CCN(C=O)CCN
- Largest force on an atom: 0.99 eV/Å
- Energy above the lowest of the compared OMol25 structures with the same formula, charge and spin: 139.62 kJ/mol
- LUMO level: 0.88 eV

Each line ends with the Mulliken charge.
CARTESIAN COORDINATES (ANGSTROEM)
C  0.06089  0.50128  -2.11002  -0.054
N  0.11486  0.15817  -0.76553  0.217
C  -0.31390  1.27387  0.10418  -0.610
C  -1.83620  1.29745  0.32476  -1.098
C  1.24600  -0.64586  -0.36482  -0.659
C  0.84680  -1.79477  0.56534  -0.768
N  0.41696  -1.42217  1.90713  -0.542
O  0.89232  0.24493  -2.94543  -0.540
H  -0.86613  1.02569  -2.36876  0.349
H  0.03696  2.23232  -0.29224  0.456
H  0.15527  1.12689  1.06562  0.345
H  -2.19511  2.32189  0.36568  0.315
H  -2.11203  0.78724  1.24679  0.308
H  -2.33584  0.74208  -0.46409  0.321
H  1.70092  -1.07307  -1.25988  0.444
H  2.06317  -0.06293  0.08232  0.305
H  0.03835  -2.33185  0.07056  0.359
H  1.70436  -2.46034  0.63125  0.326
H  -0.57952  -1.26091  1.92673  0.270
H  0.96187  -0.65992  2.28037  0.255

=====

(6)
DFT (ωB97M-V/def2-TZVPD) results for a structure of composition C10H36BaBeN3O12S3 at a distorted geometry.

Properties
- Total charge: +5
- Multiplicity: 1
- Kohn-Sham gap: 1.688 eV
- Largest force on an atom: 4.92 eV/Å
- Energy above the lowest of the compared OMol25 structures with the same formula, charge and spin: 0.00 kJ/mol
- LUMO level: -20.38 eV

Each line ends with the Mulliken charge.
CARTESIAN COORDINATES (ANGSTROEM)
Ba  1.35350  1.84414  -1.85669  1.839
Be  4.26884  2.71345  0.59676  0.852
N  3.38501  -1.60828  0.89290  -0.217
H  2.42377  -1.30733  0.96734  0.135
H  3.88803  -1.38357  1.73941  0.334
H  3.90442  -1.04171  0.23769  0.337
H  3.51328  -2.58200  0.65726  0.405
N  2.44440  -1.85265  4.13604  -0.324
H  2.25336  -2.80233  3.85018  0.392
H  2.54986  -1.79523  5.13888  0.427
H  1.68929  -1.23009  3.88639  0.287
H  3.34229  -1.53165  3.80310  0.267
N  2.29026  2.21561  4.01236  -0.146
H  1.52507  2.52867  4.59252  0.324
H  2.74655  3.01244  3.59169  0.373
H  2.02765  1.61978  3.24026  -0.002
H  2.83494  1.49715  4.46758  0.411
C  1.39317  0.75309  1.24803  0.850
O  1.79659  1.96624  1.07338  -1.039
O  1.19468  -0.02505  0.27052  -0.780
O  1.41583  0.22888  2.34432  -0.841
O  2.22096  -2.11078  -4.84045  -0.528
S  1.45240  -1.80492  -3.68371  1.006
O  0.91664  -0.46532  -3.55570  -0.604
O  0.31431  -2.96648  -3.48314  -0.237
C  0.65559  -4.29276  -3.99983  -0.263
C  -0.29162  -5.25742  -3.36045  -1.084
C  2.47176  -2.24083  -2.26597  -0.911
H  1.71881  -4.51534  -3.90974  0.529
H  0.40376  -4.21969  -5.05782  0.268
H  -1.33647  -4.97209  -3.48285  0.191
H  0.00785  -5.38529  -2.32022  0.287
H  -0.33215  -6.26779  -3.76737  0.420
H  1.87894  -1.93671  -1.40332  0.196
H  3.18114  -1.42171  -2.38400  0.347
H  2.79142  -3.28146  -2.21138  0.453
O  -1.18366  0.87309  -1.71059  -0.437
S  -2.50362  0.44803  -1.17150  0.896
O  -3.44298  1.40732  -0.60365  -0.517
O  -3.36176  -0.29420  -2.39386  -0.289
C  -2.53648  -1.13733  -3.28209  0.211
C  -3.32041  -2.40257  -3.65493  -1.250
C  -2.31166  -0.89276  0.03363  -0.447
H  -1.61888  -1.50204  -2.82047  -0.111
H  -2.26479  -0.53612  -4.14975  0.393
H  -3.36534  -3.10369  -2.82156  0.335
H  -2.73583  -2.91535  -4.41874  0.351
H  -4.26922  -2.24003  -4.16623  0.394
H  -2.08972  -1.75100  -0.60061  0.206
H  -3.29496  -1.08391  0.46336  0.415
H  -1.47230  -0.51496  0.61745  0.026
O  -1.45416  6.01873  3.58862  -0.452
S  -0.79441  4.72332  3.31827  1.127
O  -0.18509  4.09595  4.44196  -0.548
O  -1.90662  3.62178  2.58008  -0.177
C  -2.77876  4.13486  1.59796  -0.003
C  -4.21902  3.61772  1.80196  -1.219
C  0.30420  4.97710  1.89614  -0.678
H  -2.49758  3.66749  0.65424  0.297
H  -2.88128  5.16995  1.27214  0.464
H  -4.82676  3.85390  0.92847  0.418
H  -4.62266  4.09935  2.69258  0.417
H  -4.29313  2.54964  2.00645  0.358
H  1.15240  5.56243  2.25118  0.426
H  -0.15125  5.44096  1.02122  0.455
H  0.63157  4.03136  1.46428  -0.019

=====

Number 1 is which compound? C21H42BrN6O2